No. 1
10
Properties=species:S:1:pos:R:3:nbo_charge:R:1 method="wB97M-V/def2-TZVPD" orbital_gap_ev="8.47 / 8.46" multiplicity=1 lumo_energy_ev="-0.1 / 0.0" de_lowest_kcal_mol=123.6
C 1.10 -0.02 1.47 0.40
C -1.15 -0.22 0.16 -0.84
O 2.02 -0.77 1.40 -0.48
Si -0.17 0.06 -1.35 0.81
H 1.24 0.98 1.88 0.13
H -1.46 0.68 0.76 0.21
H -1.38 -1.29 0.59 0.22
H 0.71 -1.18 -1.43 -0.13
H 0.23 1.39 -0.90 -0.17
H -1.14 0.36 -2.57 -0.15

***

No. 2
114
Properties=species:S:1:pos:R:3:mulliken_charge:R:1 method="wB97M-V/def2-TZVPD" smiles="C[C@@H](O)CO[C@@]1(O)OS(=O)(=O)O[C@]1(CCCCOC=O)B(O)O.COCCNCCOC.COCCNCCOC.COCCNCCOC" orbital_gap_ev=8.76 multiplicity=1 lumo_energy_ev=0.2
C -4.40 0.83 -0.28 -1.39
C -3.51 0.31 -1.40 0.68
O -2.38 1.18 -1.48 -0.55
C -3.02 -1.16 -1.18 -0.81
O -1.68 -1.13 -0.68 0.21
C -1.49 -1.78 0.48 0.11
O -2.22 -1.06 1.50 -0.44
O -1.99 -3.10 0.60 -0.66
S -1.46 -3.72 1.99 1.07
O -2.22 -3.31 3.11 -0.59
O -1.36 -5.14 1.89 -0.70
O -0.05 -3.01 1.92 0.03
C -0.06 -1.86 0.99 0.79
C 1.09 -2.20 0.03 -1.50
C 1.12 -1.34 -1.26 -0.32
C 2.55 -0.93 -1.65 -0.79
C 2.83 0.55 -1.43 -0.54
O 2.68 1.25 -2.70 -0.33
C 2.37 2.55 -2.42 0.17
O 3.23 3.32 -2.02 -0.50
B 0.41 -0.64 1.94 0.94
O 0.88 0.53 1.35 -0.59
O 0.32 -0.76 3.30 -0.62
H -4.41 0.18 0.60 0.28
H -5.43 0.99 -0.59 0.41
H -4.03 1.80 0.03 0.20
H -4.06 0.36 -2.34 0.41
H -1.88 0.92 -2.26 0.20
H -3.05 -1.66 -2.14 0.46
H -3.72 -1.64 -0.50 0.26
H -2.32 -0.15 1.21 -0.15
H 2.01 -2.01 0.56 0.53
H 1.12 -3.25 -0.25 0.51
H 0.74 -1.97 -2.06 0.45
H 0.50 -0.46 -1.17 0.13
H 2.73 -1.13 -2.70 0.53
H 3.28 -1.51 -1.10 0.15
H 2.18 1.02 -0.70 0.27
H 3.86 0.67 -1.10 0.42
H 1.36 2.93 -2.59 0.43
H 0.12 1.07 1.10 0.29
H -0.48 -0.29 3.58 0.30
C 7.30 -3.81 4.40 -0.72
O 6.91 -5.07 3.88 -0.34
C 6.05 -5.80 4.75 -0.81
C 4.66 -5.92 4.17 -0.14
N 3.97 -4.64 4.18 -0.29
C 2.72 -4.62 3.42 -0.87
C 2.80 -4.84 1.92 -0.45
O 3.45 -3.79 1.21 -0.27
C 4.87 -3.90 1.13 -0.75
H 8.05 -3.40 3.72 0.24
H 6.46 -3.11 4.45 0.30
H 7.75 -3.91 5.39 0.35
H 6.02 -5.36 5.76 0.41
H 6.48 -6.81 4.84 0.39
H 4.08 -6.64 4.76 0.35
H 4.76 -6.32 3.15 0.18
H 4.59 -3.94 3.79 0.11
H 2.27 -3.64 3.59 0.34
H 2.04 -5.36 3.85 0.44
H 1.78 -4.85 1.54 0.22
H 3.24 -5.81 1.65 0.46
H 5.20 -4.94 1.11 0.33
H 5.35 -3.37 1.95 0.21
H 5.18 -3.42 0.20 0.33
C -0.93 5.30 4.46 -0.72
O -1.79 4.59 5.33 -0.32
C -2.85 5.37 5.86 -0.84
C -4.19 4.91 5.32 -0.16
N -4.32 5.24 3.90 -0.31
C -5.47 4.61 3.25 -0.82
C -5.49 3.09 3.15 -0.53
O -4.48 2.56 2.30 -0.27
C -3.23 2.34 2.92 0.68
H -0.09 4.65 4.22 0.22
H -1.44 5.58 3.52 0.31
H -0.54 6.21 4.94 0.35
H -2.70 6.44 5.68 0.40
H -2.85 5.22 6.94 0.39
H -4.99 5.40 5.87 0.40
H -4.25 3.83 5.49 0.17
H -3.48 4.94 3.42 0.07
H -5.51 5.01 2.23 0.39
H -6.38 4.94 3.75 0.43
H -6.44 2.81 2.69 0.39
H -5.46 2.60 4.13 0.35
H -3.33 2.09 3.98 0.29
H -2.57 3.21 2.81 0.16
H -2.75 1.50 2.41 -0.84
C -2.37 -0.39 -6.03 -0.90
O -1.30 0.28 -5.38 -0.22
C -0.01 -0.25 -5.70 -0.55
C 0.79 0.75 -6.51 -0.19
N 0.24 0.90 -7.85 -0.33
C 0.80 2.01 -8.61 -0.68
C 0.55 3.43 -8.09 -0.46
O -0.80 3.84 -8.15 -0.44
C -1.60 3.48 -7.04 -0.50
H -3.30 0.01 -5.62 0.26
H -2.36 -0.20 -7.11 0.36
H -2.34 -1.46 -5.85 0.36
H -0.09 -1.21 -6.22 0.47
H 0.50 -0.42 -4.75 0.08
H 1.82 0.41 -6.58 0.40
H 0.78 1.70 -5.96 0.11
H -0.76 1.04 -7.78 0.10
H 0.38 1.95 -9.61 0.36
H 1.88 1.86 -8.70 0.40
H 1.10 4.11 -8.75 0.36
H 0.96 3.58 -7.08 0.32
H -1.02 3.44 -6.11 0.25
H -2.10 2.52 -7.21 0.14
H -2.38 4.23 -6.93 0.33

***

No. 3
25
Properties=species:S:1:pos:R:3:nbo_charge:R:1 method="wB97M-V/def2-TZVPD" smiles="CC(C)=N.CON(C)C" orbital_gap_ev=9.80 multiplicity=1 lumo_energy_ev=0.9 de_lowest_kcal_mol=72.8
C 1.68 1.28 1.89 -0.24
C 1.51 0.94 -1.46 -0.42
C 2.05 -1.11 -0.32 -0.43
N 1.53 0.24 -0.19 -0.17
O 2.37 0.98 0.71 -0.43
H 1.40 0.38 2.44 0.16
H 2.36 1.88 2.49 0.19
H 0.77 1.87 1.68 0.16
H 0.87 0.39 -2.14 0.20
H 3.06 -1.13 -0.75 0.17
H 2.51 1.05 -1.90 0.18
H 1.09 1.94 -1.30 0.20
H 2.07 -1.56 0.67 0.21
H 1.37 -1.67 -0.95 0.21
C -2.22 0.76 0.02 -0.69
C -2.77 -1.60 -0.73 -0.67
C -1.97 -0.72 0.17 0.32
N -1.20 -1.25 1.01 -0.64
H -0.68 -0.60 1.58 0.33
H -3.13 1.03 0.56 0.23
H -2.53 -1.39 -1.77 0.21
H -1.40 1.33 0.43 0.22
H -2.37 1.03 -1.03 0.22
H -2.54 -2.64 -0.52 0.23
H -3.84 -1.43 -0.59 0.22

***

No. 4
59
Properties=species:S:1:pos:R:3:nbo_charge:R:1 method="wB97M-V/def2-TZVPD" total_charge=+1 orbital_gap_ev=6.72 multiplicity=1 lumo_energy_ev=-3.3
Bi -1.07 0.40 0.84 1.79
O -1.07 0.40 2.92 -0.67
C -1.65 -0.42 3.63 0.49
C -2.49 -1.59 3.20 -0.33
C -3.03 -2.34 4.27 -0.08
C -3.83 -3.45 3.99 -0.04
C -4.09 -3.83 2.68 -0.10
C -3.55 -3.07 1.65 -0.31
C -2.73 -1.93 1.85 0.50
O -2.28 -1.29 0.84 -0.81
N -4.39 -4.24 5.10 0.52
O -4.12 -3.87 6.26 -0.37
O -5.09 -5.22 4.82 -0.36
H -1.57 -0.30 4.72 0.17
H -2.82 -2.05 5.29 0.25
H -4.71 -4.69 2.44 0.26
H -3.76 -3.36 0.62 0.23
C 1.07 1.08 -4.41 -0.41
N -0.02 0.43 -3.69 -0.81
C -1.29 1.05 -4.06 -0.41
P 0.18 0.14 -2.06 2.55
O -1.06 0.40 -1.25 -1.15
O 1.36 1.11 -1.61 -1.08
P 1.72 1.37 -0.07 2.52
O 1.03 0.40 0.83 -1.15
N 3.37 1.26 -0.06 -0.81
C 4.02 0.79 1.15 -0.41
C 4.15 2.30 -0.71 -0.41
N 1.36 2.96 0.23 -0.81
C 1.43 3.36 1.63 -0.42
C 0.08 3.43 -0.31 -0.44
N 0.76 -1.40 -1.97 -0.81
C -0.20 -2.47 -2.23 -0.43
C 2.05 -1.73 -2.54 -0.42
H 0.91 1.04 -5.49 0.23
H 2.02 0.58 -4.21 0.21
H 1.18 2.13 -4.11 0.19
H -1.41 1.09 -5.15 0.22
H -1.36 2.07 -3.67 0.19
H -2.13 0.47 -3.67 0.22
H 3.52 -0.10 1.54 0.23
H 4.02 1.56 1.93 0.18
H 5.06 0.50 0.95 0.22
H 3.72 2.55 -1.69 0.21
H 5.18 1.96 -0.90 0.22
H 4.19 3.21 -0.11 0.20
H 2.42 3.14 2.05 0.21
H 0.68 2.85 2.24 0.19
H 1.29 4.44 1.75 0.23
H 0.03 3.28 -1.39 0.21
H -0.06 4.50 -0.14 0.23
H -0.77 2.90 0.15 0.20
H -1.12 -2.31 -1.67 0.23
H 0.19 -3.44 -1.91 0.22
H -0.45 -2.53 -3.30 0.20
H 2.80 -0.98 -2.25 0.22
H 2.02 -1.78 -3.63 0.20
H 2.42 -2.69 -2.15 0.23
H -2.15 1.92 0.84 -0.33

***

No. 5
53
Properties=species:S:1:pos:R:3:nbo_charge:R:1 method="wB97M-V/def2-TZVPD" smiles="NC(=O)C[C@@H](NC(=O)c1ccccc1)c1ccc(NC2CCCC2)c([N+](=O)[O-])c1" orbital_gap_ev=7.81 multiplicity=1 lumo_energy_ev=-0.6 de_lowest_kcal_mol=75.6
N 4.67 0.83 2.20 -0.83
C 3.95 1.85 1.70 0.67
O 4.19 3.01 1.95 -0.62
C 2.86 1.48 0.69 -0.50
H 3.33 1.47 -0.29 0.24
H 2.14 2.31 0.70 0.23
C 2.13 0.15 0.90 -0.08
N 1.56 0.04 2.23 -0.61
C 2.06 -0.77 3.18 0.67
O 3.10 -1.39 3.02 -0.65
C 1.28 -0.83 4.45 -0.07
C 1.97 -1.04 5.63 -0.19
C 1.29 -1.11 6.84 -0.20
C -0.09 -0.99 6.86 -0.20
C -0.79 -0.80 5.68 -0.21
C -0.11 -0.72 4.47 -0.22
H -0.67 -0.61 3.55 0.21
H -1.86 -0.72 5.69 0.22
H -0.62 -1.04 7.80 0.22
H 1.84 -1.27 7.75 0.22
H 3.05 -1.15 5.59 0.23
H 0.75 0.61 2.43 0.40
C 1.05 -0.02 -0.14 -0.11
C 1.13 -0.99 -1.11 -0.14
C 0.15 -1.15 -2.09 -0.01
C -0.99 -0.30 -2.11 0.23
N -1.97 -0.45 -3.01 -0.58
H -1.80 -1.16 -3.73 0.44
C -3.12 0.40 -3.20 -0.05
C -2.76 1.67 -3.97 -0.41
H -1.85 2.13 -3.60 0.22
H -3.57 2.39 -3.88 0.21
C -2.62 1.19 -5.42 -0.41
H -1.59 0.92 -5.62 0.21
H -2.89 1.98 -6.12 0.22
C -3.54 -0.04 -5.55 -0.42
H -4.34 0.14 -6.26 0.22
H -2.97 -0.90 -5.90 0.21
C -4.10 -0.30 -4.15 -0.41
H -4.20 -1.36 -3.92 0.22
H -5.08 0.16 -4.04 0.21
H -3.58 0.61 -2.23 0.20
C -1.05 0.69 -1.11 -0.31
C -0.07 0.83 -0.17 -0.09
H -0.16 1.62 0.57 0.20
H -1.89 1.37 -1.10 0.22
N 0.37 -2.17 -3.05 0.52
O 1.38 -2.83 -2.97 -0.38
O -0.46 -2.34 -3.94 -0.43
H 1.98 -1.67 -1.14 0.25
H 2.84 -0.68 0.81 0.24
H 5.37 1.07 2.88 0.40
H 4.33 -0.13 2.23 0.42

***

No. 6
37
Properties=species:S:1:pos:R:3:nbo_charge:R:1 method="wB97M-V/def2-TZVPD" orbital_gap_ev=6.52 multiplicity=1 lumo_energy_ev=-3.1 de_lowest_kcal_mol=8.0
Na 0.89 0.81 -3.34 0.97
Na -2.16 -0.77 -3.33 0.99
S 0.05 0.27 -0.62 2.65
O 0.53 1.59 -1.05 -1.11
O -0.96 0.54 0.40 -1.09
O -0.61 -0.41 -1.76 -1.22
O 1.08 -0.60 -0.07 -1.07
O -1.37 3.45 -1.10 -0.99
H -0.58 2.87 -1.11 0.48
H -2.04 2.96 -0.60 0.48
O -2.00 -0.70 2.84 -0.94
H -2.57 -1.45 2.67 0.46
H -1.53 -0.56 2.01 0.47
O 2.97 -0.30 1.82 -0.98
H 2.35 -0.57 1.12 0.49
H 3.49 0.42 1.43 0.47
O -2.67 -2.00 -0.02 -0.93
H -3.09 -2.36 -0.80 0.45
H -2.23 -1.19 -0.31 0.48
O 2.92 2.72 -0.60 -0.99
H 2.78 3.67 -0.67 0.47
H 2.02 2.32 -0.76 0.49
O 0.89 -2.56 1.81 -0.97
H 1.49 -2.14 2.44 0.48
H 0.71 -1.87 1.15 0.47
O 2.32 -1.40 -2.24 -0.98
H 2.23 -1.23 -1.29 0.51
H 3.01 -0.79 -2.53 0.45
O -3.46 1.52 0.66 -0.96
H -2.53 1.21 0.73 0.50
H -3.90 0.86 0.11 0.45
O -0.07 -3.16 -1.52 -0.97
H -0.35 -3.35 -0.61 0.49
H -0.01 -2.19 -1.55 0.48
O 0.61 1.70 2.49 -0.95
H 1.56 1.54 2.43 0.47
H 0.24 1.17 1.76 0.47

***

No. 7
11
Properties=species:S:1:pos:R:3:nbo_charge:R:1 method="wB97M-V/def2-TZVPD" orbital_gap_ev=9.23 multiplicity=1 lumo_energy_ev=0.7 de_lowest_kcal_mol=36.2
O 2.62 -0.75 -1.28 -0.50
C 1.51 -0.95 -1.15 0.51
C -0.54 1.16 -0.90 -0.42
C -0.43 0.97 0.42 -0.18
C -0.53 -0.29 1.17 -0.59
C -0.29 -1.54 0.78 0.75
O -0.10 -2.67 0.58 -0.45
H -0.39 2.15 -1.31 0.21
H -0.78 0.36 -1.59 0.20
H -0.24 1.82 1.06 0.21
H -0.81 -0.27 2.22 0.27

***

No. 8
22
Properties=species:S:1:pos:R:3:mulliken_spin:R:1 method="wB97M-V/def2-TZVPD" total_charge=+1 orbital_gap_ev="8.69 / 3.05" multiplicity=2 s_squared=0.75 lumo_energy_ev="-4.2 / -9.8" de_lowest_kcal_mol=41.8
C -0.38 1.02 -2.17 0.02
C -1.48 0.67 -1.21 0.03
N -1.33 -0.62 -0.54 0.81
H -0.12 0.26 -2.92 0.00
H -0.76 1.88 -2.71 0.00
H 0.57 1.27 -1.71 0.01
H -1.58 1.38 -0.39 0.02
H -2.44 0.54 -1.74 0.10
H -2.14 -0.85 0.06 -0.01
H -1.17 -1.43 -1.14 -0.01
H -6.98 -2.18 -1.16 0.00
H -7.61 -0.94 -0.34 0.00
O -7.27 -1.27 -1.17 0.00
H 2.82 0.82 2.29 0.00
H 3.56 1.84 1.42 0.00
O 3.70 1.11 2.03 0.00
H 5.33 -0.49 1.89 0.00
H 5.46 -0.89 0.40 0.00
O 5.90 -0.94 1.25 0.00
H 1.09 1.01 1.14 0.00
H 0.21 -0.12 0.71 -0.01
O 0.76 0.16 1.46 0.04

***

No. 9
27
Properties=species:S:1:pos:R:3:nbo_charge:R:1 method="wB97M-V/def2-TZVPD" smiles=Cn1ccc[n+]1C[n+]1cccn1C total_charge=+2 orbital_gap_ev=10.89 multiplicity=1 lumo_energy_ev=-7.0 de_lowest_kcal_mol=0.0
C 3.29 1.29 0.74 -0.28
C -2.14 1.99 -0.86 -0.28
C 3.32 0.49 -0.40 0.10
C -2.99 1.01 -0.37 0.09
C 2.07 1.06 1.32 0.06
C -0.87 1.59 -0.49 0.03
C 1.78 -1.12 -1.50 -0.44
C -2.74 -1.10 0.92 -0.44
C 0.09 -0.36 0.81 -0.06
N 2.17 -0.17 -0.50 -0.10
N -2.27 0.08 0.25 -0.09
N 1.39 0.17 0.56 -0.15
N -0.97 0.42 0.18 -0.14
H 4.07 1.93 1.09 0.29
H -2.41 2.87 -1.41 0.29
H 4.11 0.38 -1.13 0.28
H -4.06 0.95 -0.45 0.28
H 1.65 1.47 2.22 0.27
H 0.07 2.08 -0.67 0.26
H 1.70 -2.13 -1.08 0.25
H 0.85 -0.84 -1.98 0.23
H 2.56 -1.16 -2.27 0.28
H -2.32 -2.00 0.48 0.24
H -2.51 -1.07 1.98 0.24
H -3.83 -1.15 0.82 0.28
H 0.03 -1.40 0.45 0.25
H -0.07 -0.37 1.90 0.26

***

No. 10
24
Properties=species:S:1:pos:R:3:nbo_charge:R:1 method="wB97M-V/def2-TZVPD" orbital_gap_ev=9.59 multiplicity=1 lumo_energy_ev=0.6 de_lowest_kcal_mol=16.5
C 1.70 1.01 -1.69 -0.59
C 0.60 0.05 -2.13 -0.42
C -0.62 0.19 -1.22 0.01
C -1.59 1.02 -1.54 -0.20
C -2.81 1.24 -0.65 -0.65
C -0.61 -0.70 -0.02 -0.65
H 1.43 2.05 -1.86 0.21
H 1.97 0.88 -0.64 0.20
H 2.61 0.86 -2.26 0.20
H 1.01 -0.96 -2.03 0.20
H 0.36 0.23 -3.16 0.21
H -1.53 1.70 -2.39 0.20
H -3.58 1.76 -1.20 0.21
H -2.56 1.89 0.19 0.21
H -3.17 0.29 -0.28 0.21
H 0.39 -1.00 0.27 0.21
H -1.14 -0.23 0.82 0.22
H -1.14 -1.65 -0.21 0.23
H -0.20 0.46 3.66 0.46
H -1.29 -0.35 4.27 0.46
O -0.35 -0.40 4.07 -0.93
H 3.50 -1.16 1.52 0.47
H 2.46 -2.12 0.92 0.47
O 3.02 -1.98 1.70 -0.93

***

No. 11
16
Properties=species:S:1:pos:R:3:nbo_charge:R:1 method="wB97M-V/def2-TZVPD" smiles=C[C@@H](C[S-])NC[O-] total_charge=-2 orbital_gap_ev=5.39 multiplicity=1 lumo_energy_ev=6.1 de_lowest_kcal_mol=13.9
C 1.15 -0.96 1.08 -0.61
C -0.04 -0.24 0.44 -0.05
C -0.41 1.07 1.15 -0.52
S -0.40 1.14 2.99 -0.80
N 0.18 -0.06 -0.97 -0.70
C -0.77 -0.05 -2.09 0.17
O -0.19 -0.13 -3.29 -0.97
H 2.08 -0.38 0.96 0.17
H 0.91 -1.23 2.10 0.22
H 1.35 -1.84 0.45 0.18
H -0.85 -0.96 0.64 0.16
H -1.42 1.37 0.85 0.18
H 0.30 1.80 0.74 0.16
H 1.04 0.41 -1.19 0.34
H -1.41 0.90 -2.04 0.02
H -1.53 -0.84 -1.82 0.04

***

No. 12
16
Properties=species:S:1:pos:R:3:nbo_charge:R:1 method="wB97M-V/def2-TZVPD" total_charge=+1 orbital_gap_ev="7.72 / 8.15" multiplicity=1 lumo_energy_ev="-4.4 / -4.1" de_lowest_kcal_mol=107.0
C 1.38 0.43 0.02 -0.29
C 0.97 -0.62 0.61 0.02
C 2.80 0.81 -0.28 -0.62
C -1.68 -0.31 0.49 -0.38
N -2.22 -1.22 -0.55 -0.71
S -1.66 1.36 -0.12 0.05
H 0.63 1.16 -0.33 0.25
H 1.00 -1.54 1.13 0.23
H 3.48 0.02 0.02 0.23
H 2.91 1.01 -1.34 0.24
H 3.05 1.72 0.26 0.25
H -2.19 -0.42 1.44 0.23
H -1.61 -1.18 -1.37 0.45
H -2.23 -2.18 -0.19 0.45
H -3.18 -0.97 -0.85 0.43
H -1.44 1.92 1.06 0.17